A cluster of 9 separate species, C12H30Br6N6O12 in total in a non-equilibrium geometry, computed with ωB97M-V/def2-TZVPD.

For the HOMO energy, the calculation gives -10.139 eV. The SMILES is C[N+](=O)[O-].C[N+](=O)[O-].C[N+](=O)[O-].C[N+](=O)[O-].C[N+](=O)[O-].C[N+](=O)[O-].BrCCBr.BrCCBr.BrCCBr. The energy comes out at -466676.8604 eV.

Positions of all 66 atoms, in Å:
C -6.921 -0.319 1.489
N -6.621 -0.215 0.055
O -7.021 -1.091 -0.631
O -6.164 0.878 -0.282
H -6.524 -1.222 1.953
H -7.971 -0.224 1.768
H -6.357 0.421 2.058
C 6.977 6.334 -1.022
N 5.729 5.977 -1.609
O 4.828 5.652 -0.878
O 5.785 5.837 -2.859
H 7.385 7.124 -1.652
H 7.573 5.421 -1.045
H 6.834 6.588 0.029
C -4.479 -4.423 -5.021
N -4.271 -5.915 -5.332
O -3.155 -6.440 -5.512
O -5.286 -6.565 -5.527
H -5.475 -4.117 -5.341
H -3.791 -3.762 -5.548
H -4.311 -4.147 -3.980
C -0.399 0.883 -0.923
N -0.507 -0.416 -0.300
O -0.749 -1.325 -1.118
O -0.266 -0.536 0.926
H 0.671 1.092 -0.924
H -0.898 1.647 -0.328
H -0.891 0.900 -1.895
C 0.584 -7.649 0.527
N 1.845 -7.564 1.273
O 2.184 -8.610 1.920
O 2.473 -6.545 1.405
H 0.627 -7.202 -0.467
H -0.049 -7.016 1.149
H 0.275 -8.693 0.577
C 1.577 -2.932 6.553
N 2.581 -1.993 7.069
O 2.437 -0.806 6.889
O 3.576 -2.477 7.573
H 1.553 -3.805 7.205
H 1.738 -3.074 5.485
H 0.650 -2.374 6.689
Br 4.853 -1.339 -2.229
C 6.345 -0.609 -1.075
C 5.980 -0.713 0.457
Br 7.404 0.115 1.421
H 6.418 0.421 -1.424
H 7.283 -1.139 -1.239
H 5.905 -1.785 0.640
H 5.010 -0.269 0.682
Br -1.184 4.653 -6.813
C -3.148 4.569 -7.175
C -3.667 3.312 -6.499
Br -3.041 1.722 -7.521
H -3.371 4.690 -8.235
H -3.528 5.501 -6.756
H -4.748 3.431 -6.571
H -3.529 3.232 -5.420
Br -3.239 4.643 5.321
C -1.437 3.938 5.690
C -0.452 5.047 6.015
Br -0.994 6.031 7.728
H -1.057 3.484 4.775
H -1.635 3.188 6.455
H -0.539 5.826 5.257
H 0.592 4.753 6.120